(1)
32
Properties=species:S:1:pos:R:3:forces:R:3 method="wB97M-V/def2-TZVPD" smiles=Cc1ccc(O)cc1.Cc1ccc(O)cc1 relative_energy_ev=1.439 e_tot_ev=-18871.195 total_charge=0 lumo_ha=0.0205 max_force_ev_per_a=2.39 homo_lumo_gap_ev=8.737
O -3.37480 1.39612 1.54718 -0.773 -0.924 0.000
O 1.09621 3.16941 2.11270 0.591 -0.142 -0.327
C 1.18369 2.31098 -0.05362 0.091 -1.253 -1.997
C 2.05210 0.14430 -0.51236 0.638 -0.533 -0.223
C -2.89384 -1.10926 -0.91754 -0.995 0.369 -0.238
C -0.90430 -2.33862 -1.77850 -0.573 -0.410 -0.425
C -0.86042 -0.99181 0.35733 -1.076 0.299 0.568
C 2.37636 1.12050 1.73629 -1.951 0.080 -1.282
C -2.73767 0.31213 0.96794 -1.426 1.254 -0.031
C 2.60566 -0.98224 -1.39781 0.416 0.368 1.159
C -1.48469 -0.12364 1.29703 0.798 -1.549 -0.984
C 1.46662 1.30339 -1.01097 0.726 0.088 1.750
C 2.44364 0.08352 0.83917 0.950 -0.774 -0.168
C -1.54104 -1.42436 -0.77158 0.262 -0.392 -0.045
C 1.55119 2.15182 1.24563 -0.003 1.464 1.889
C -3.52933 -0.25383 -0.05524 1.502 0.353 1.221
H 0.15153 -2.47985 -1.58706 0.056 -0.132 -0.048
H 2.76246 1.06603 2.74025 -0.088 0.131 0.106
H 3.53761 -1.34092 -0.93750 0.357 0.787 -0.435
H -3.51712 -1.46108 -1.73672 0.470 -0.397 -0.083
H 0.48180 2.77371 2.73029 -0.039 -0.125 0.240
H -1.42350 -3.30773 -1.83031 0.302 0.033 0.462
H -1.05113 -1.99154 -2.80236 0.292 0.449 -0.006
H 0.68281 3.18590 -0.41933 -0.244 0.410 0.405
H 2.77699 -0.51603 -2.36235 0.052 -0.768 -0.398
H 2.94542 -0.83600 1.13469 0.068 0.128 0.053
H 2.13371 -1.96448 -1.37402 -1.047 0.424 -0.593
H 0.13129 -1.34460 0.58776 0.114 -0.104 -0.149
H -1.02242 -0.05297 2.27247 0.036 0.856 -0.044
H -4.56772 0.03465 0.00118 -0.097 -0.042 -0.688
H 1.33382 1.50080 -2.06020 -0.280 -0.212 -0.210
H -2.80494 1.96571 2.03757 0.873 0.262 0.520

(2)
45
Properties=species:S:1:pos:R:3:forces:R:3 method="wB97M-V/def2-TZVPD" s2=0.7587 spin_multiplicity=2 e_tot_ev=-44835.394 total_charge=-4 lumo_ha="0.2083 / 0.2083" max_force_ev_per_a=9.43 homo_lumo_gap_ev="2.236 / 2.233"
Ag 16.67966 -10.57795 -5.32139 0.382 0.054 0.184
O 20.26414 -14.34688 -10.63360 0.063 0.583 0.713
O 13.98171 -17.81996 -6.25292 -0.428 0.290 -0.108
O 21.63364 -11.69944 -2.95398 6.032 -2.567 3.133
O 21.89148 -13.70750 -9.35331 2.577 -0.689 0.212
O 11.29630 -2.26667 -7.49671 -0.037 1.714 1.317
O 10.98324 -3.33211 -9.84994 1.794 -2.330 2.051
O 20.08301 -12.79381 -9.03835 -3.639 3.633 2.546
O 14.19857 -5.64740 -6.05638 -1.615 0.471 -2.450
O 13.62017 -6.99295 -8.57338 -0.100 0.756 1.863
O 13.36579 -13.47205 -3.80104 -0.165 -0.096 0.303
O 20.57255 -10.19287 -3.47213 -0.382 7.598 -1.354
O 19.57837 -11.59115 -2.37182 -1.730 -0.176 5.249
N 14.41813 -15.12374 -5.72118 -0.113 -0.362 1.255
C 13.26462 -13.29718 -2.41465 0.790 0.518 -0.247
C 12.95275 -18.79108 -6.43631 1.486 0.152 -0.103
C 14.85523 -16.12449 -4.74305 1.406 0.933 -1.088
C 12.50092 -14.45885 -4.29419 0.566 0.480 0.662
C 11.65543 -4.02756 -8.97809 -0.134 -0.495 -1.660
C 12.21530 -5.40320 -9.13031 -4.383 5.378 -1.813
C 13.01813 -14.84215 -5.62966 -0.871 -0.191 -1.550
C 12.73973 -4.00138 -6.60687 -1.669 3.184 -1.175
C 13.35838 -5.14895 -6.93550 3.254 -3.425 3.011
C 14.35019 -17.56913 -4.90612 -0.406 0.639 0.493
C 20.67568 -13.59394 -9.66927 1.110 -3.736 -3.738
C 13.03143 -5.90776 -8.21312 3.282 -3.283 -0.215
C 20.69133 -11.00452 -2.52993 -4.158 -4.943 -6.869
C 11.94272 -3.29886 -7.57395 -0.511 -1.927 -1.052
H 13.08860 -3.52646 -5.70181 -0.261 0.214 0.203
H 13.44400 -19.70406 -6.09980 -0.948 -0.613 0.388
H 15.93320 -16.03262 -4.87582 0.241 -0.717 0.183
H 12.43716 -15.70005 -5.96817 -0.534 -0.356 -0.128
H 11.48689 -14.07204 -4.39528 -0.337 0.019 -0.051
H 13.19275 -14.26046 -1.90965 -0.250 -0.148 0.223
H 14.70184 -15.42886 -6.64124 -0.192 0.158 -0.064
H 13.53164 -17.68874 -4.19635 -0.765 -0.153 -0.307
H 14.20452 -12.83559 -2.11196 -0.070 0.107 0.146
H 12.00302 -18.50850 -5.98215 0.094 -0.172 0.548
H 14.70700 -15.76390 -3.72516 -0.336 -0.029 -0.004
H 12.45015 -12.62050 -2.15610 -0.291 -0.106 0.194
H 15.10299 -18.24424 -4.49914 0.365 -0.369 -0.466
H 12.46160 -15.28937 -3.58936 0.031 -0.377 0.180
H 12.74747 -18.92931 -7.49784 0.281 0.344 -0.127
H 11.99820 -5.95221 -10.03467 0.114 -0.030 -0.140
H 12.71970 -14.01745 -6.27690 0.454 0.068 -0.350

(3)
46
Properties=species:S:1:pos:R:3:forces:R:3 method="wB97M-V/def2-TZVPD" relative_energy_ev=3.920 s2=0.8526 spin_multiplicity=2 e_tot_ev=-87399.042 total_charge=0 lumo_ha="-0.1045 / -0.0910" max_force_ev_per_a=7.51 homo_lumo_gap_ev="6.049 / 6.417"
Cu 0.67503 -1.01722 0.30503 -1.806 6.577 -3.148
F 3.46603 3.13582 2.47942 -0.231 -0.538 -0.900
F 4.05602 1.57493 1.06192 -0.636 0.308 0.136
F 0.77881 -0.02986 3.19685 0.632 0.456 -0.323
F 2.91182 3.28822 0.35787 0.048 -0.662 0.732
F 2.02617 1.50723 4.07807 0.113 -0.562 -0.617
F 2.92922 -0.08035 2.85930 -0.659 0.539 -0.058
O 1.30290 0.96916 0.57946 -0.121 -1.223 0.238
N -1.22062 0.06435 -2.43183 0.958 -0.034 0.095
N -1.48703 -2.15368 -1.41723 0.215 -0.745 0.165
N -2.49289 -0.19560 -0.33097 0.678 -0.054 1.020
N -0.00294 0.22913 -1.80120 -0.710 0.014 0.005
N -1.42540 -0.16635 0.55156 -1.032 0.123 0.469
N -0.30264 -2.19071 -0.69906 -2.278 -3.582 -1.373
C -0.09145 1.55751 -3.58296 -0.340 0.237 -0.284
C -3.24673 0.63483 1.57598 -0.192 -0.047 -0.381
C 1.87151 0.76768 2.94925 -0.153 0.236 0.462
C -3.59738 0.30014 0.27259 0.957 -0.314 0.377
C 2.48435 -1.36709 -0.47612 2.230 -1.398 0.739
C -0.97309 -4.29982 -1.13545 -0.334 -0.323 -0.008
C 3.04367 2.40766 1.39249 0.096 0.468 0.126
C -1.89700 -3.41603 -1.69576 0.594 0.799 0.436
C 1.65049 1.68415 1.66819 1.211 -0.238 0.508
C -1.89009 0.32097 1.70262 -0.515 -0.172 -0.842
C -1.28369 0.85721 -3.52517 0.545 -0.247 0.767
C 0.66093 2.79192 2.02691 -0.105 -0.079 0.019
C -0.03574 -3.49144 -0.49088 -0.310 -0.162 -0.544
C 0.65487 1.16430 -2.46674 -0.985 -0.677 -0.279
B -2.26864 -0.83064 -1.73319 1.120 0.805 0.681
H -3.88249 1.02796 2.33475 -0.291 0.205 0.257
H -4.53848 0.34089 -0.25547 0.100 0.067 0.055
H 2.86539 -0.80991 -1.35828 -1.188 -0.119 0.589
H -2.83917 -3.54872 -2.24828 0.777 -0.059 0.322
H -2.17049 0.84969 -4.14009 0.131 0.099 -0.045
H -0.99503 -5.38460 -1.18420 -0.001 0.373 0.089
H 0.80684 -3.76531 0.14131 -0.216 -0.033 -0.408
H -0.31681 2.33968 2.23889 0.330 0.271 -0.002
H 2.91780 -1.00296 0.45380 0.391 -0.012 -0.208
H -3.32011 -0.93458 -2.32060 0.413 -0.280 0.018
H 1.04205 3.35253 2.88818 -0.354 0.031 -0.243
H 2.60817 -2.46658 -0.57306 -0.284 0.777 -0.071
H -1.25391 0.41055 2.56509 -0.014 -0.010 -0.072
H 0.19384 2.25969 -4.33054 0.099 0.363 -0.290
H 1.58737 1.51987 -2.09860 0.552 0.101 0.101
H 0.56565 3.43752 1.14640 -0.037 -0.111 0.285
H 0.43291 -1.64213 1.46975 0.599 -1.168 1.406

(4)
35
Properties=species:S:1:pos:R:3:forces:R:3 method="wB97M-V/def2-TZVPD" relative_energy_ev=11.734 e_tot_ev=-32332.596 total_charge=0 lumo_ha=0.0191 max_force_ev_per_a=18.71 homo_lumo_gap_ev=8.757
Cl 4.80031 0.17113 0.56198 8.273 -0.014 2.722
O -0.73606 0.05685 -1.37103 2.748 -0.857 1.763
N -4.02832 -0.36479 0.18212 -0.417 1.324 1.072
N -4.28243 1.67418 0.40425 -9.716 15.682 3.093
C 3.35610 0.20487 0.08685 -8.253 -5.369 -2.199
C -5.22400 -0.01877 0.57611 -9.072 -12.856 2.298
C 3.32639 2.60263 -0.14772 -1.144 -0.589 -6.485
C -1.41088 -1.19457 -1.36422 -2.167 3.297 -1.250
C -3.53062 0.84412 0.27354 12.953 -6.673 -3.688
C 2.61505 -1.15146 0.04584 -4.650 6.613 -3.711
C 1.27476 -1.35203 -0.53933 1.912 2.534 2.609
C -5.52836 1.17379 0.74164 -0.006 6.344 -0.913
C 0.53980 -0.10975 -0.74816 0.054 0.312 -1.442
C 2.71742 1.27889 -0.29322 -6.288 0.323 -0.289
C 1.17134 1.07319 -0.57723 3.351 4.898 -2.259
C -1.97934 -1.46329 0.03991 -0.043 -11.040 -7.354
C 3.30352 -2.19948 0.48442 -1.852 -7.287 6.777
C -3.41752 -1.57640 0.22176 -0.995 -2.896 0.815
H -3.96022 -2.12652 -0.49800 0.167 -1.345 -1.341
H -6.03856 -0.88416 0.94530 2.323 1.734 -1.505
H 4.20199 2.61355 -0.83128 -0.114 0.269 0.723
H 2.60843 3.27642 -0.60253 0.086 0.723 0.506
H -1.55273 -2.86790 0.06313 -1.154 4.068 0.869
H -6.41828 1.79356 0.78660 0.291 -0.503 0.475
H -2.22680 -0.84140 -1.97656 -1.172 -0.470 -0.222
H -0.89445 -1.75406 -2.13532 0.419 -1.686 1.115
H 0.71204 2.10438 -1.18962 0.939 -3.209 2.290
H 3.55578 2.75123 0.79221 1.303 1.325 4.717
H -2.55637 1.13389 0.03080 1.965 -0.548 -0.431
H -1.57932 -0.94462 0.69847 4.236 4.443 6.107
H 4.08333 -2.55482 0.02934 5.019 -1.089 -2.992
H 0.76948 -2.31941 -0.41531 0.485 0.412 -0.338
H 3.61341 -2.30512 1.62663 -0.686 0.893 -1.981
H -3.70170 -2.11765 1.14336 0.593 0.342 0.066
H 2.63327 -3.12011 0.37026 0.614 0.895 0.386

(5)
38
Properties=species:S:1:pos:R:3:forces:R:3 method="wB97M-V/def2-TZVPD" smiles="C[C@@H]1CN(C(=O)COC(=O)c2ccc(Cl)nc2)C[C@H](C)O1" relative_energy_ev=1.341 e_tot_ev=-38486.861 total_charge=0 lumo_ha=0.0151 max_force_ev_per_a=0.64 homo_lumo_gap_ev=9.720
Cl 4.97763 -2.10417 0.25919 0.347 -0.399 -0.103
O 0.54470 2.77029 -0.44154 -0.192 0.395 0.036
O 1.46184 3.39453 1.45670 -0.045 -0.137 -0.163
O -2.80609 -1.27122 0.41094 -0.143 -0.060 0.100
O 1.23923 -0.38009 -1.76202 0.023 -0.008 -0.278
N 3.10746 -0.62939 1.24447 0.220 -0.450 0.065
N -0.36951 -0.03666 -0.22312 -0.152 -0.207 0.265
C 2.33688 0.43678 1.30445 -0.121 0.502 -0.180
C 2.43055 1.49692 0.40632 0.382 -0.102 0.054
C 4.25711 0.33778 -0.61515 -0.038 -0.037 0.136
C -1.78455 -2.02560 -0.21449 0.445 -0.286 0.015
C 0.47912 1.86787 -1.53555 0.172 -0.275 -0.400
C -0.40978 -1.44200 0.13954 -0.155 -0.266 -0.220
C -1.43200 0.72437 0.39608 -0.537 -0.050 -0.173
C 4.02654 -0.68200 0.30202 -0.314 0.552 -0.033
C -3.93627 0.79032 0.73631 0.300 -0.320 -0.228
C 0.48088 0.37386 -1.17834 0.078 0.246 -0.262
C -2.78661 0.08667 0.03056 0.040 0.532 0.142
C 1.47170 2.63622 0.52798 0.185 0.038 0.412
C 3.43648 1.44721 -0.55699 -0.163 -0.077 0.262
C -1.91372 -3.46748 0.25121 -0.068 0.469 -0.145
H -4.87380 0.31169 0.46986 -0.114 -0.002 -0.016
H -3.80602 0.71656 1.81219 0.005 0.028 0.148
H -3.97205 1.83692 0.44866 -0.037 0.138 -0.015
H 0.38344 -1.95622 -0.40267 -0.073 0.014 0.100
H -0.24012 -1.53364 1.21697 -0.012 -0.044 0.017
H 1.60234 0.44364 2.09808 -0.130 0.097 0.053
H 3.58075 2.26665 -1.24601 -0.011 0.039 -0.099
H -2.90026 -3.84543 -0.00009 -0.077 -0.082 -0.026
H -1.41496 1.76543 0.08428 0.015 -0.038 0.034
H -2.91412 0.15557 -1.06585 0.051 -0.002 0.139
H 1.31635 2.02812 -2.22261 -0.180 -0.093 0.124
H -0.44813 2.12208 -2.05813 0.122 -0.037 0.063
H -1.30475 0.67964 1.48413 -0.047 0.080 -0.011
H 5.04149 0.25193 -1.34825 0.071 -0.021 -0.051
H -1.15876 -4.08280 -0.22844 0.080 -0.113 -0.042
H -1.78900 -3.51790 1.32915 0.039 -0.039 0.139
H -1.91398 -1.96647 -1.30983 0.033 0.018 0.142

(6)
37
Properties=species:S:1:pos:R:3:forces:R:3 method="wB97M-V/def2-TZVPD" e_tot_ev=-29401.715 total_charge=-2 lumo_ha=0.2229 max_force_ev_per_a=5.47 homo_lumo_gap_ev=3.185
Pd 0.06428 -0.01248 -0.12692 -1.049 0.138 3.187
F 2.48872 -1.55547 0.30866 0.776 0.049 0.333
F 2.63686 0.41972 1.27267 0.903 -0.164 0.308
F 2.82699 0.23565 -0.90306 0.882 -0.268 0.546
N 0.27894 -1.35046 -1.78142 -0.865 -1.686 2.975
N 0.44326 1.31546 -1.76262 -0.828 1.757 2.998
C 1.06879 2.87444 -3.93449 0.145 -2.306 -1.825
C -0.30475 -1.12247 1.63154 0.584 -0.877 -1.098
C 0.95364 1.49497 -4.08414 0.361 2.204 -0.622
C 0.22054 -3.50188 -2.77935 -0.540 -1.006 2.161
C -2.00834 0.01502 -0.11164 -0.169 0.117 -1.143
C 0.51542 -0.75508 -2.97902 0.566 5.341 -0.844
C -0.34532 1.30749 1.47979 0.850 0.753 -0.949
C 0.84178 3.45960 -2.68847 -0.432 1.285 2.144
C 0.63540 0.71412 -2.96183 -0.351 -5.371 -0.999
C 0.51104 2.64124 -1.60744 0.330 -0.948 -1.335
C 0.49452 -2.92578 -4.02253 0.507 2.138 -1.738
C 0.63678 -1.54775 -4.13323 -0.038 -2.108 -0.613
C 2.13413 -0.23704 0.18363 -1.933 0.488 -1.225
C 0.10627 -2.66845 -1.66285 0.348 0.715 -1.371
H 0.09273 -4.56962 -2.64758 0.016 -0.054 -0.081
H 0.38828 -0.83216 2.42387 -0.172 -0.047 -0.014
H -2.29133 0.64304 -0.96451 -0.317 -0.054 0.089
H -0.91963 2.12645 1.03876 -0.069 0.026 -0.001
H -0.11753 -3.05005 -0.66306 0.101 0.076 -0.270
H 0.83017 -1.04159 -5.07345 -0.009 -0.346 -0.076
H 1.10306 0.98366 -5.03034 0.077 0.350 -0.039
H 1.33212 3.48504 -4.79457 -0.013 -0.008 0.003
H -0.88853 0.89767 2.33666 0.156 0.182 -0.325
H -2.34279 -1.01595 -0.27615 -0.127 0.106 0.003
H -2.40908 0.41913 0.82291 -0.079 -0.129 -0.234
H -1.35572 -1.04858 1.91892 0.280 0.032 0.136
H 0.91378 4.53184 -2.52795 0.013 -0.044 -0.092
H 0.62757 1.70359 1.78201 -0.032 -0.054 0.233
H -0.09242 -2.15452 1.34744 0.047 -0.251 0.027
H 0.59165 -3.54863 -4.90916 -0.009 0.036 0.010
H 0.31285 3.03244 -0.60666 0.088 -0.069 -0.257